Record 1
{"formula": "C15H31BF4P2Pt", "method": "the ωB97M-V functional and the def2-TZVPD basis", "e_homo_ev": [-5.6, -5.5], "de_lowest_ev": 1.3511, "spin_multiplicity": 3, "gap_ev": [4.532, 4.327], "elements": ["P", "P", "C", "C", "H", "H", "H", "H", "C", "H", "H", "H", "C", "H", "H", "H", "C", "H", "H", "H", "C", "H", "H", "H", "Pt", "C", "C", "C", "C", "C", "C", "C", "C", "C", "H", "H", "H", "H", "H", "H", "H", "H", "H", "H", "H", "H", "H", "H", "H", "F", "B", "F", "F", "F"], "xyz": [[-0.259, -1.877, -1.475], [0.239, 1.907, -1.515], [-0.673, -0.598, -2.709], [0.346, 0.555, -2.788], [-1.701, -0.233, -2.518], [-0.680, -1.128, -3.676], [1.397, 0.210, -2.771], [0.204, 1.064, -3.762], [-1.105, 2.905, -2.300], [-1.466, 3.643, -1.575], [-1.931, 2.257, -2.613], [-0.729, 3.429, -3.187], [1.648, 2.954, -2.053], [1.396, 3.420, -3.014], [2.567, 2.367, -2.157], [1.790, 3.748, -1.310], [-1.327, -3.271, -1.844], [-1.322, -3.978, -1.007], [-0.914, -3.757, -2.737], [-2.352, -2.933, -2.050], [1.417, -2.426, -1.909], [2.113, -1.587, -2.044], [1.357, -2.977, -2.857], [1.820, -3.115, -1.154], [1.070, -1.965, 2.391], [0.001, 2.443, 0.270], [-1.334, 2.093, 0.715], [-2.200, 1.087, 0.116], [-1.881, -0.323, 0.653], [-0.673, -1.099, 0.078], [0.782, -0.812, 0.538], [1.633, 0.416, 0.455], [1.135, 1.730, 1.077], [0.714, -3.122, 3.934], [0.134, 3.532, 0.325], [-1.662, 2.505, 1.662], [-2.268, 1.097, -0.974], [-3.215, 1.312, 0.496], [-1.677, -0.262, 1.735], [-2.782, -0.949, 0.551], [-0.870, -2.078, 0.600], [1.470, -1.631, 0.169], [1.994, 0.566, -0.585], [2.542, 0.155, 1.032], [0.807, 1.536, 2.105], [2.027, 2.389, 1.141], [1.490, -2.925, 4.699], [0.755, -4.157, 3.519], [-0.302, -2.883, 4.321], [0.264, -0.033, 3.338], [0.084, 0.166, 4.891], [-0.200, 1.518, 5.037], [-0.970, -0.658, 5.282], [1.295, -0.232, 5.455]]}



Record 2
{"formula": "C15H31BNO4RuSSe2Si", "method": "the ωB97M-V functional and the def2-TZVPD basis", "e_homo_ev": [-0.9, -1.4], "de_lowest_ev": 2.1430, "spin_multiplicity": 2, "total_charge": -2, "gap_ev": [5.399, 5.883], "elements": ["Ru", "O", "C", "C", "C", "O", "C", "Se", "C", "Se", "H", "H", "H", "H", "H", "H", "H", "H", "H", "H", "S", "C", "N", "C", "Si", "C", "C", "H", "H", "H", "H", "H", "H", "H", "H", "H", "C", "C", "C", "O", "B", "O", "C", "C", "C", "H", "H", "H", "H", "H", "H", "H", "H", "H", "H", "H", "H"], "xyz": [[0.182, 0.139, -0.044], [2.478, 2.272, 1.504], [2.848, 1.801, 2.771], [2.942, 0.271, 2.948], [3.833, 0.088, 4.189], [4.068, -1.272, 4.557], [1.594, -0.440, 3.187], [-0.047, 0.626, 2.979], [3.653, -0.382, 1.760], [2.622, -0.633, 0.081], [1.549, 2.020, 1.358], [2.168, 2.184, 3.542], [3.844, 2.225, 2.956], [3.382, 0.628, 5.034], [4.821, 0.517, 4.003], [3.226, -1.733, 4.467], [1.544, -0.838, 4.209], [1.469, -1.264, 2.491], [3.971, -1.384, 2.045], [4.539, 0.199, 1.492], [-0.310, 0.029, -4.962], [-0.055, 0.071, -3.336], [0.124, 0.106, -2.189], [-1.862, -2.542, 1.897], [-1.160, -1.820, 0.284], [-2.716, -1.530, -0.779], [-0.451, -3.389, -0.529], [-2.563, -3.351, 1.667], [-2.378, -1.779, 2.486], [-1.061, -2.947, 2.523], [-3.396, -2.391, -0.743], [-2.420, -1.361, -1.818], [-3.254, -0.639, -0.447], [-1.205, -4.185, -0.544], [0.429, -3.759, 0.004], [-0.148, -3.184, -1.560], [-3.584, 1.721, 2.062], [-3.171, 2.500, 0.812], [-4.413, 2.876, 0.019], [-2.355, 1.623, 0.035], [-0.999, 1.924, 0.251], [-0.907, 3.138, 0.912], [-2.207, 3.693, 1.127], [-2.281, 4.207, 2.558], [-2.361, 4.860, 0.153], [-4.088, 0.807, 1.744], [-4.256, 2.299, 2.703], [-2.702, 1.425, 2.631], [-5.025, 1.982, -0.116], [-4.152, 3.258, -0.966], [-5.003, 3.625, 0.555], [-1.915, 3.448, 3.247], [-3.306, 4.484, 2.820], [-1.643, 5.088, 2.655], [-2.269, 4.507, -0.875], [-1.553, 5.569, 0.339], [-3.320, 5.369, 0.276]]}



Record 3
{"formula": "C15H31BeNO3P2", "method": "the ωB97M-V functional and the def2-TZVPD basis", "e_homo_ev": [-6.3, -5.4], "de_lowest_ev": 5.2210, "gap_ev": [6.480, 5.513], "elements": ["P", "P", "C", "C", "H", "H", "H", "H", "C", "H", "H", "H", "C", "H", "H", "H", "C", "H", "H", "H", "C", "H", "H", "H", "Be", "C", "C", "C", "C", "C", "C", "C", "C", "C", "H", "H", "H", "H", "H", "H", "H", "H", "H", "H", "H", "H", "H", "H", "H", "O", "N", "O", "O"], "xyz": [[0.193, -1.517, 1.819], [-0.088, 1.616, 1.940], [-0.173, -0.607, 0.220], [0.368, 0.827, 0.286], [-1.268, -0.606, 0.106], [0.250, -1.158, -0.633], [1.469, 0.832, 0.233], [-0.010, 1.438, -0.550], [-1.735, 2.336, 1.586], [-2.001, 2.982, 2.430], [-2.486, 1.542, 1.501], [-1.727, 2.930, 0.663], [0.993, 3.074, 2.008], [0.942, 3.658, 1.082], [2.023, 2.749, 2.182], [0.663, 3.690, 2.850], [-0.885, -2.971, 1.720], [-0.638, -3.677, 2.517], [-0.750, -3.453, 0.749], [-1.925, -2.652, 1.832], [1.863, -2.201, 1.527], [2.613, -1.403, 1.551], [1.913, -2.716, 0.560], [2.081, -2.915, 2.328], [0.010, -0.123, 3.629], [0.575, 1.745, -3.742], [-0.740, 1.789, -3.485], [-1.858, 0.984, -4.091], [-1.465, -0.337, -4.796], [-0.759, -1.300, -3.874], [0.545, -1.363, -3.568], [1.685, -0.520, -4.073], [1.318, 0.847, -4.700], [0.029, -1.549, 5.023], [1.222, 2.448, -3.208], [-1.089, 2.550, -2.782], [-2.435, 1.601, -4.802], [-2.557, 0.748, -3.274], [-2.404, -0.813, -5.115], [-0.892, -0.122, -5.706], [-1.425, -2.037, -3.415], [0.866, -2.172, -2.906], [2.289, -1.087, -4.802], [2.352, -0.341, -3.215], [2.269, 1.343, -4.949], [0.782, 0.696, -5.645], [0.767, -1.515, 5.791], [0.405, -2.520, 4.553], [-1.010, -1.710, 5.418], [-1.074, -0.239, 7.461], [-0.032, 0.165, 7.043], [0.986, 0.523, 7.516], [-0.046, 0.512, 5.204]]}



Record 4
{"formula": "C15H31Cl2NO14", "method": "the ωB97M-V functional and the def2-TZVPD basis", "e_homo_ev": -10.4, "de_lowest_ev": 0.0000, "gap_ev": 10.971, "smiles": "C[N+](=O)[O-].COC(=O)OC.COC(=O)OC.COC(=O)OC.COC(=O)OC.ClCCCl", "elements": ["C", "N", "O", "O", "H", "H", "H", "C", "O", "C", "O", "O", "C", "H", "H", "H", "H", "H", "H", "C", "O", "C", "O", "O", "C", "H", "H", "H", "H", "H", "H", "C", "O", "C", "O", "O", "C", "H", "H", "H", "H", "H", "H", "C", "O", "C", "O", "O", "C", "H", "H", "H", "H", "H", "H", "Cl", "C", "C", "Cl", "H", "H", "H", "H"], "xyz": [[-12.680, -14.714, 1.168], [-12.342, -15.416, 2.441], [-13.243, -15.959, 3.037], [-11.186, -15.396, 2.824], [-13.660, -15.054, 0.862], [-11.887, -14.950, 0.467], [-12.684, -13.651, 1.387], [-15.222, -13.270, 4.147], [-16.383, -13.022, 3.329], [-16.528, -13.729, 2.230], [-15.655, -14.280, 1.613], [-17.813, -13.699, 1.879], [-18.124, -14.450, 0.718], [-15.524, -13.052, 5.160], [-14.424, -12.588, 3.854], [-14.903, -14.304, 4.033], [-17.676, -15.441, 0.758], [-17.772, -13.951, -0.188], [-19.205, -14.522, 0.653], [-15.945, -11.234, 14.221], [-15.586, -12.433, 13.552], [-15.266, -12.329, 12.267], [-15.162, -11.299, 11.652], [-15.071, -13.544, 11.789], [-14.676, -13.663, 10.416], [-15.370, -10.393, 13.844], [-15.841, -11.432, 15.281], [-17.004, -11.012, 14.047], [-15.537, -13.768, 9.762], [-14.069, -14.567, 10.404], [-14.060, -12.838, 10.061], [-17.521, -11.891, 8.145], [-16.438, -11.981, 7.225], [-15.344, -11.218, 7.331], [-14.412, -11.372, 6.595], [-15.457, -10.271, 8.236], [-14.278, -9.477, 8.437], [-17.300, -11.272, 9.009], [-17.770, -12.889, 8.507], [-18.387, -11.507, 7.607], [-14.150, -8.803, 7.591], [-13.398, -10.120, 8.476], [-14.409, -8.962, 9.377], [-13.544, -18.425, 8.901], [-12.129, -18.463, 8.919], [-11.506, -17.520, 9.642], [-12.049, -16.635, 10.232], [-10.192, -17.655, 9.620], [-9.584, -18.706, 8.880], [-13.981, -19.112, 9.636], [-13.885, -18.791, 7.935], [-13.971, -17.449, 9.094], [-9.537, -18.427, 7.827], [-10.106, -19.658, 8.962], [-8.585, -18.835, 9.285], [-14.104, -15.637, 7.090], [-12.649, -14.638, 7.328], [-11.702, -14.811, 6.172], [-10.865, -16.379, 6.176], [-12.153, -14.873, 8.271], [-12.969, -13.598, 7.398], [-10.907, -14.064, 6.198], [-12.211, -14.668, 5.220]]}